DFT (wB97M-V/def2-TZVPD) results for a molecular structure, C29H37F6GeLiN4O7PS2.

* charge: -1
* 2S+1: 1
* LUMO: 2.41 eV
* frontier orbital gap: 8.18 eV
* relative energy (zero: lowest compared OMol25 entry of this formula, charge and spin): 117.8 kJ/mol

Each line ends with the Mulliken charge.
Geometry (Å):
1 Li 0.226 -0.269 -0.233  0.921
2 F 4.056 0.851 -3.401  -0.214
3 C 3.814 0.590 -2.116  0.420
4 F 3.943 1.720 -1.417  -0.197
5 F 4.737 -0.278 -1.682  -0.213
6 S 2.137 -0.170 -1.899  1.266
7 O 2.088 -0.461 -0.488  -0.772
8 O 2.135 -1.290 -2.789  -0.713
9 N 1.255 1.051 -2.359  -0.436
10 S -0.226 0.612 -2.664  1.117
11 O -0.618 -0.538 -1.889  -0.602
12 O -1.115 1.713 -2.809  -0.686
13 C -0.128 -0.087 -4.419  0.417
14 F -1.219 0.273 -5.109  -0.234
15 F -0.067 -1.415 -4.437  -0.185
16 F 0.937 0.403 -5.065  -0.240
17 O -0.835 0.815 2.663  -0.786
18 C -1.155 1.133 1.512  0.641
19 O -0.372 1.173 0.500  -0.230
20 C -2.646 1.492 1.314  -1.152
21 C -3.058 2.020 -0.055  -0.474
22 Ge -2.687 3.954 -0.339  2.074
23 C -3.348 4.647 -2.080  -0.141
24 C -4.680 4.978 -2.314  -0.090
25 C -5.095 5.432 -3.559  -0.665
26 C -4.176 5.575 -4.587  -0.412
27 C -2.841 5.268 -4.363  -0.816
28 C -2.433 4.808 -3.120  -0.017
29 C -3.906 4.713 1.062  0.093
30 C -3.454 5.524 2.101  -0.238
31 C -4.293 5.898 3.143  -0.685
32 C -5.608 5.461 3.172  -0.424
33 C -6.075 4.638 2.156  -0.878
34 C -5.231 4.274 1.118  -0.383
35 C -0.955 4.888 -0.133  -0.265
36 C -0.995 6.284 -0.115  -0.327
37 C 0.167 7.032 -0.017  -0.732
38 C 1.399 6.393 0.050  -0.443
39 C 1.454 5.009 0.003  -0.878
40 C 0.286 4.259 -0.086  0.068
41 H -2.912 2.194 2.108  0.301
42 H -3.166 0.553 1.527  0.288
43 H -4.143 1.943 -0.167  0.660
44 H -2.598 1.432 -0.838  0.197
45 H -5.400 4.896 -1.508  0.192
46 H -6.139 5.671 -3.725  0.392
47 H -4.502 5.926 -5.559  0.353
48 H -2.117 5.384 -5.161  0.385
49 H -1.393 4.558 -2.953  0.354
50 H -2.423 5.860 2.100  0.321
51 H -3.910 6.515 3.948  0.389
52 H -6.267 5.754 3.980  0.350
53 H -7.090 4.258 2.182  0.376
54 H -5.606 3.619 0.339  0.207
55 H -1.954 6.789 -0.185  0.453
56 H 0.115 8.114 0.003  0.371
57 H 2.307 6.978 0.132  0.365
58 H 2.411 4.501 0.036  0.454
59 H 0.341 3.181 -0.113  0.280
60 C 1.933 -1.101 2.698  -0.791
61 N 1.809 -2.459 2.156  0.353
62 C 3.043 -2.929 1.536  -0.892
63 P 0.319 -2.760 1.463  0.090
64 O -0.346 -1.723 0.635  -0.569
65 N 0.580 -4.202 0.617  0.148
66 C 0.881 -3.991 -0.800  -0.862
67 C -0.310 -5.331 0.831  -1.117
68 N -0.663 -3.146 2.758  0.484
69 C -0.159 -3.428 4.088  -1.166
70 C -2.041 -2.672 2.729  -1.008
71 H 2.667 -1.108 3.509  0.393
72 H 0.976 -0.748 3.076  0.221
73 H 2.237 -0.385 1.930  0.086
74 H 3.804 -3.023 2.317  0.338
75 H 3.410 -2.237 0.773  0.135
76 H 2.880 -3.905 1.086  0.309
77 H 1.524 -3.125 -0.920  0.136
78 H -0.023 -3.810 -1.392  0.307
79 H 1.395 -4.870 -1.197  0.336
80 H -0.589 -5.388 1.879  0.352
81 H 0.212 -6.252 0.555  0.358
82 H -1.224 -5.264 0.226  0.297
83 H 0.902 -3.654 4.034  0.375
84 H -0.689 -4.288 4.515  0.314
85 H -0.304 -2.570 4.754  0.312
86 H -2.302 -2.394 1.711  0.228
87 H -2.171 -1.790 3.365  0.309
88 H -2.713 -3.466 3.073  0.344

Forces on the atoms, in the same order (eV/Å):
-0.349 -0.344 0.818
-0.046 -0.022 0.109
-0.097 0.166 0.028
-0.046 -0.121 -0.064
-0.133 0.020 -0.034
1.920 0.182 -0.665
0.028 0.008 0.177
0.060 -0.289 -0.117
-0.137 0.029 0.352
-0.557 -0.225 -1.600
-0.285 -0.066 -0.089
0.128 0.418 0.169
-0.066 0.105 -0.137
0.030 0.024 0.136
-0.005 0.086 0.052
-0.088 -0.057 0.080
0.053 -0.121 0.078
0.210 0.206 -0.051
-0.759 0.742 0.499
0.335 0.036 -0.099
0.450 0.327 -0.092
-0.540 0.287 0.292
0.178 -0.227 0.231
0.015 -0.032 0.077
-0.033 0.014 0.008
-0.045 -0.003 -0.009
0.022 0.043 -0.066
-0.036 -0.077 0.025
0.275 -0.153 -0.129
0.076 0.008 -0.080
-0.010 0.031 0.060
-0.027 0.000 -0.012
-0.031 -0.013 -0.018
0.055 0.001 -0.066
-0.157 -0.357 -0.075
-0.143 -0.039 -0.025
0.003 0.062 0.003
-0.023 0.004 -0.014
0.058 0.013 0.005
-0.029 -0.043 0.025
-0.049 -0.108 0.071
-0.123 0.062 0.026
-0.006 0.078 -0.081
0.067 -0.072 -0.177
-0.044 -0.004 -0.059
0.010 0.025 0.000
0.029 0.002 -0.005
0.001 -0.016 0.007
0.040 0.000 -0.053
-0.023 -0.006 0.061
-0.009 0.028 -0.025
0.025 -0.028 0.028
-0.020 0.064 -0.010
-0.052 -0.037 0.067
0.036 0.048 0.004
-0.010 -0.003 0.001
0.009 -0.023 -0.016
-0.013 -0.006 0.009
-0.003 -0.144 0.040
-0.030 0.031 0.116
-0.279 0.356 -0.719
-0.001 -0.097 0.103
-0.170 -0.949 0.681
0.297 -0.587 0.206
-0.344 0.421 -0.003
0.039 -0.070 0.051
0.099 -0.025 0.031
0.292 0.506 -0.168
-0.054 -0.131 -0.090
-0.040 -0.069 -0.002
-0.013 0.014 -0.016
-0.112 0.063 0.071
0.084 -0.051 0.043
0.015 0.012 -0.027
-0.008 0.047 -0.006
0.050 -0.002 0.049
0.104 0.056 -0.102
0.001 0.002 0.035
0.018 0.016 0.000
-0.019 -0.062 -0.018
-0.031 -0.003 -0.023
0.004 0.024 0.009
-0.001 -0.034 0.077
0.012 0.024 0.027
0.005 0.000 -0.012
-0.085 0.014 0.046
0.047 0.006 -0.034
0.001 0.007 0.004


DFT (wB97M-V/def2-TZVPD) results for a molecular structure, C39H54AsFeGe2NO4SSe2.

* charge: -2
* 2S+1: 5
* LUMO (alpha / beta): 3.99 / 3.99 eV
* frontier orbital gap (alpha / beta): 5.31 / 5.52 eV
* relative energy (zero: lowest compared OMol25 entry of this formula, charge and spin): 0.0 kJ/mol

Each line ends with the Mulliken charge.
Geometry (Å):
1 Fe -0.669 -0.509 0.733  1.810
2 C 3.607 -2.137 2.982  -1.556
3 C 2.334 -1.760 2.222  0.307
4 Ge 2.221 0.110 1.700  1.236
5 C 2.625 1.590 2.935  -0.789
6 C 3.974 1.471 3.650  -1.220
7 C 3.914 0.281 0.575  -0.694
8 C 3.892 0.741 -0.681  0.151
9 Ge 2.047 1.065 -1.258  0.478
10 C 1.228 0.161 -2.780  1.503
11 C 1.979 0.039 -4.104  -1.707
12 C 1.665 2.986 -1.335  0.040
13 C 2.307 3.741 -2.499  -1.338
14 C 5.107 1.048 -1.488  0.356
15 C 6.387 1.053 -0.924  -0.533
16 C 7.509 1.346 -1.682  -0.787
17 C 7.386 1.658 -3.032  -0.373
18 C 6.124 1.680 -3.603  -1.143
19 C 5.005 1.382 -2.836  0.322
20 H 3.680 -3.223 3.095  0.406
21 H 3.617 -1.709 3.987  0.350
22 H 4.517 -1.803 2.475  0.221
23 H 1.447 -2.013 2.791  -0.445
24 H 2.266 -2.321 1.289  0.007
25 H 1.817 1.673 3.658  0.325
26 H 2.618 2.501 2.326  0.319
27 H 4.039 0.554 4.239  0.262
28 H 4.132 2.308 4.337  0.393
29 H 4.809 1.465 2.946  0.242
30 H 4.886 0.066 1.028  0.014
31 H 0.286 0.694 -2.927  -0.160
32 H 0.959 -0.828 -2.409  -0.973
33 H 2.236 1.011 -4.538  0.328
34 H 1.365 -0.486 -4.840  0.351
35 H 2.905 -0.530 -3.993  0.399
36 H 1.968 3.417 -0.377  0.459
37 H 0.576 3.067 -1.382  -0.359
38 H 3.398 3.728 -2.434  0.358
39 H 1.993 4.788 -2.528  0.399
40 H 2.035 3.299 -3.462  0.255
41 H 6.503 0.832 0.129  0.411
42 H 8.486 1.340 -1.214  0.374
43 H 8.263 1.889 -3.624  0.363
44 H 6.003 1.932 -4.650  0.378
45 H 4.029 1.415 -3.299  0.428
46 S -1.329 -1.739 -1.366  -0.731
47 C -0.031 -2.877 -1.554  0.583
48 C -0.279 -4.137 -2.146  -0.896
49 C 0.756 -5.018 -2.339  -0.344
50 C 2.046 -4.657 -1.943  -0.912
51 C 2.201 -3.412 -1.366  -0.286
52 N 1.213 -2.540 -1.175  0.076
53 H -1.294 -4.386 -2.421  0.453
54 H 0.569 -5.988 -2.786  0.323
55 H 2.892 -5.320 -2.070  0.407
56 H 3.182 -3.084 -1.027  0.329
57 C -2.212 2.222 -3.015  -1.516
58 As -1.983 1.656 -1.127  1.013
59 C -2.435 3.429 -0.411  -1.519
60 C -3.708 0.688 -1.001  -0.116
61 C -4.917 1.547 -0.874  -0.186
62 C -5.271 2.052 0.381  -0.096
63 C -6.373 2.877 0.528  -0.776
64 C -7.148 3.221 -0.575  -0.365
65 C -6.810 2.722 -1.824  -0.703
66 C -5.706 1.890 -1.970  -0.149
67 H -3.154 2.760 -3.148  0.500
68 H -2.204 1.338 -3.655  0.313
69 H -1.386 2.872 -3.312  0.343
70 H -3.389 3.787 -0.800  0.408
71 H -1.643 4.113 -0.721  0.456
72 H -2.472 3.399 0.676  0.265
73 H -3.599 0.049 -0.127  -0.626
74 H -3.736 0.055 -1.890  0.679
75 H -4.657 1.785 1.236  0.480
76 H -6.628 3.256 1.510  0.403
77 H -8.008 3.871 -0.460  0.364
78 H -7.410 2.976 -2.691  0.367
79 H -5.451 1.494 -2.946  0.399
80 O -1.299 2.062 3.894  -0.892
81 Se -0.773 1.598 2.418  0.956
82 O 0.172 0.126 2.622  -1.124
83 O 1.182 0.509 0.218  1.185
84 O -2.072 0.816 1.600  -0.998
85 C -4.491 -1.842 7.284  -1.514
86 C -3.724 -1.986 5.995  0.906
87 C -4.345 -1.839 4.765  -1.326
88 C -3.651 -1.981 3.564  1.014
89 C -4.380 -1.746 2.272  -1.655
90 C -2.285 -2.301 3.578  0.176
91 Se -1.395 -2.689 1.920  -0.540
92 C -1.637 -2.396 4.821  1.288
93 C -0.151 -2.595 4.905  -1.357
94 C -2.362 -2.253 5.999  -1.096
95 H -5.533 -1.579 7.089  0.328
96 H -4.063 -1.062 7.920  0.319
97 H -4.485 -2.771 7.862  0.308
98 H -5.402 -1.591 4.730  0.150
99 H -5.427 -1.496 2.460  0.354
100 H -4.319 -2.616 1.615  0.363
101 H -3.901 -0.919 1.745  0.130
102 H 0.347 -1.718 4.488  0.078
103 H 0.169 -3.457 4.316  0.286
104 H 0.164 -2.722 5.944  0.312
105 H -1.837 -2.330 6.948  0.242

Forces on the atoms, in the same order (eV/Å):
-0.490 -1.015 -0.103
-0.016 -0.019 -0.001
-0.006 -0.115 0.069
0.020 0.233 0.082
0.121 0.099 0.082
0.017 0.022 -0.042
-0.017 -0.072 0.060
0.155 -0.001 -0.100
-0.260 0.040 0.006
0.054 -0.038 -0.168
0.006 0.019 0.039
-0.001 0.150 -0.036
0.007 -0.009 0.007
-0.136 -0.035 0.129
0.077 -0.015 -0.024
-0.037 0.003 0.015
0.030 0.011 -0.011
-0.036 -0.001 0.024
0.039 0.003 -0.059
0.000 0.002 0.012
-0.008 0.011 0.003
-0.009 0.006 -0.019
-0.049 -0.057 -0.013
0.005 -0.016 -0.059
0.005 -0.015 0.017
-0.058 0.006 0.010
-0.009 -0.009 0.014
0.002 0.010 -0.006
-0.009 -0.006 -0.001
-0.004 0.011 -0.004
-0.048 0.009 -0.035
0.081 0.297 -0.086
0.014 0.011 -0.010
-0.010 -0.006 0.003
0.030 -0.005 0.009
-0.004 0.009 0.007
0.018 0.013 0.018
-0.008 0.004 0.001
0.000 0.003 0.007
-0.009 -0.008 -0.003
0.012 -0.001 -0.009
0.004 0.000 -0.002
-0.001 0.005 0.003
0.000 -0.004 -0.001
-0.047 -0.028 -0.025
0.065 0.068 -0.071
-0.140 0.010 -0.072
-0.017 0.005 0.018
0.018 -0.017 -0.003
-0.011 0.010 -0.013
0.047 -0.019 0.050
0.046 -0.209 0.197
0.004 -0.001 -0.002
-0.002 0.002 0.000
0.002 0.002 0.004
0.006 0.007 -0.001
-0.070 -0.052 -0.045
0.111 0.302 -0.110
-0.075 0.003 0.028
0.009 -0.094 0.047
0.012 -0.013 0.051
-0.012 -0.027 0.026
-0.008 0.003 -0.018
0.016 0.001 0.001
0.002 -0.002 0.006
0.020 0.037 -0.019
0.000 0.009 -0.038
0.015 0.007 -0.003
0.005 0.007 0.028
-0.001 0.019 -0.015
0.016 -0.003 0.014
0.002 -0.037 -0.007
0.036 -0.011 -0.026
-0.053 0.001 0.000
0.019 0.007 -0.001
0.002 0.002 -0.001
-0.007 -0.006 0.000
-0.001 0.003 -0.003
-0.001 0.004 -0.005
0.038 -0.203 -0.078
-0.216 0.439 0.488
0.153 0.502 -0.428
0.090 -0.182 0.210
0.481 0.138 -0.056
0.006 0.007 0.003
-0.003 -0.015 -0.004
-0.003 0.015 -0.001
-0.009 -0.008 0.000
0.010 -0.012 0.012
-0.009 0.084 0.039
-0.045 -0.331 0.068
0.032 0.004 -0.024
0.008 -0.037 0.008
-0.003 0.031 -0.012
0.000 0.004 0.001
0.002 0.003 -0.010
-0.001 -0.001 0.000
-0.001 -0.001 -0.001
-0.001 0.000 -0.013
0.005 0.014 0.001
-0.011 0.007 -0.001
-0.003 0.032 -0.007
-0.003 0.002 -0.006
0.002 -0.009 -0.006
0.000 -0.004 -0.005